1.
Formula: C15H39N2O3PS
Source: the OMol25 dataset
Level of theory: ωB97M-V/def2-TZVPD

Calculated values
Kohn-Sham gap (eV): 4.62
E_HOMO (eV): -5.3
2S+1: 1

Last column: Löwdin charge in e.
Positions of all 61 atoms, in Å:
N1 -1.654 -0.201 3.516  0.01
C1 -1.320 -0.081 2.084  -0.25
C2 -2.589 0.169 1.193  -0.44
O1 -3.274 -1.045 0.930  -0.05
C3 -3.498 1.320 1.716  -0.34
P1 -4.806 0.848 3.053  0.29
C4 -6.064 0.206 1.716  -0.47
S1 -6.654 -1.501 1.941  0.66
O2 -5.623 -2.472 2.379  -0.43
O3 -7.226 -1.961 0.623  -0.47
H1 -1.375 -1.117 3.837  0.06
H2 -1.220 0.531 4.056  0.06
H3 -0.743 -0.965 1.723  0.10
H4 -0.690 0.840 1.989  0.09
H5 -2.166 0.521 0.205  0.11
H6 -3.044 -1.389 0.073  0.08
H7 -2.845 2.096 2.180  0.06
H8 -3.971 1.815 0.835  0.06
H9 -5.384 2.201 2.946  -0.05
H10 -5.804 0.577 4.096  -0.07
H11 -4.251 -0.459 3.283  -0.04
H12 -3.911 1.351 4.111  -0.08
H13 -6.968 0.851 1.824  0.05
H14 -5.708 0.390 0.684  0.05
H15 -7.726 -1.533 2.823  0.07
C5 5.347 -1.547 -2.768  -0.09
C6 5.089 -0.048 -2.863  -0.25
C7 4.725 0.616 -1.533  -0.18
C8 3.488 0.108 -0.807  -0.09
N2 2.135 0.347 -1.463  -0.17
C9 1.143 0.862 -0.425  -0.11
C10 1.468 2.333 -0.287  -0.14
C11 1.820 2.775 -1.702  -0.13
C12 2.121 1.495 -2.476  -0.09
C13 1.602 -0.916 -2.120  -0.10
C14 0.995 -1.961 -1.184  -0.21
C15 1.938 -2.703 -0.242  -0.09
H16 4.457 -2.101 -2.463  0.05
H17 5.658 -1.936 -3.737  0.08
H18 6.140 -1.765 -2.049  0.09
H19 4.323 0.127 -3.622  0.09
H20 5.998 0.432 -3.233  0.12
H21 4.668 1.702 -1.659  0.11
H22 5.567 0.461 -0.850  0.13
H23 3.450 0.569 0.180  0.13
H24 3.592 -0.960 -0.642  0.10
H25 0.141 0.725 -0.836  0.14
H26 1.255 0.298 0.498  0.12
H27 2.322 2.483 0.377  0.12
H28 0.634 2.895 0.130  0.13
H29 2.667 3.461 -1.705  0.12
H30 0.988 3.303 -2.170  0.12
H31 3.048 1.541 -3.035  0.10
H32 1.318 1.297 -3.184  0.13
H33 2.406 -1.327 -2.730  0.13
H34 0.807 -0.598 -2.795  0.13
H35 0.528 -2.709 -1.831  0.13
H36 0.176 -1.531 -0.604  0.10
H37 2.811 -3.090 -0.772  0.07
H38 1.421 -3.555 0.201  0.09
H39 2.268 -2.073 0.586  0.07



2.
Formula: C15H39N4PtSb
Source: the OMol25 dataset
Level of theory: ωB97M-V/def2-TZVPD

Calculated values
Kohn-Sham gap (spin up / spin down) (eV): 7.33 / 7.33
Charge: +2
E_HOMO (spin up / spin down) (eV): -14.4 / -14.4
2S+1: 1

Last column: Löwdin charge in e.
Positions of all 60 atoms, in Å:
Pt1 0.421 -0.074 -1.142  0.77
N1 -1.318 -1.204 -2.154  -0.03
C1 -0.956 -2.608 -2.472  -0.18
C2 0.455 -2.938 -2.008  -0.18
N2 1.409 -1.857 -2.286  -0.26
C3 2.717 -2.155 -1.684  -0.16
C4 2.816 -1.645 -0.258  -0.20
N3 2.530 -0.196 -0.220  -0.03
C5 1.541 -1.535 -3.723  -0.16
C6 2.072 -0.121 -3.932  -0.22
N4 1.192 0.834 -3.244  -0.07
H1 -2.136 -1.167 -1.556  0.05
H2 -1.544 -0.685 -2.994  0.10
H3 -1.059 -2.792 -3.540  0.12
H4 -1.636 -3.292 -1.967  0.14
H5 0.780 -3.879 -2.468  0.15
H6 0.439 -3.083 -0.926  0.12
H7 3.496 -1.679 -2.281  0.13
H8 2.914 -3.231 -1.695  0.15
H9 3.817 -1.873 0.117  0.14
H10 2.096 -2.145 0.391  0.11
H11 3.215 0.314 -0.769  0.11
H12 2.597 0.144 0.734  0.08
H13 0.563 -1.608 -4.197  0.12
H14 2.202 -2.254 -4.217  0.15
H15 2.137 0.078 -5.003  0.13
H16 3.077 -0.018 -3.523  0.11
H17 0.378 1.031 -3.814  0.09
H18 1.666 1.718 -3.102  0.09
C7 -3.361 1.101 2.476  -0.12
C8 -2.901 1.177 1.027  -0.52
C9 -3.554 0.105 0.161  -0.15
Sb1 -0.713 1.039 0.914  1.47
C10 0.056 -0.136 2.619  -0.54
C11 -0.369 -1.588 2.429  -0.15
C12 -0.321 0.410 3.986  -0.12
C13 -0.001 3.101 1.272  -0.53
C14 -1.043 3.905 2.031  -0.13
C15 1.351 3.067 1.968  -0.14
H19 -4.433 1.306 2.527  0.10
H20 -2.864 1.837 3.106  0.07
H21 -3.194 0.106 2.889  0.07
H22 -3.125 2.163 0.617  0.08
H23 -3.202 -0.894 0.433  0.07
H24 -3.376 0.289 -0.901  0.06
H25 -4.635 0.124 0.313  0.10
H26 1.137 -0.046 2.474  0.06
H27 -1.433 -1.713 2.636  0.08
H28 0.172 -2.233 3.125  0.09
H29 -0.172 -1.940 1.413  0.03
H30 -1.356 0.184 4.235  0.07
H31 -0.177 1.488 4.060  0.06
H32 0.311 -0.053 4.747  0.10
H33 0.112 3.492 0.259  0.08
H34 -1.194 3.520 3.040  0.07
H35 -2.001 3.936 1.514  0.07
H36 -0.697 4.937 2.129  0.10
H37 1.283 2.647 2.971  0.07
H38 1.726 4.087 2.069  0.10
H39 2.089 2.501 1.394  0.06



3.
Formula: C15H40AlBNO11P2
Source: the OMol25 dataset
Level of theory: ωB97M-V/def2-TZVPD

Calculated values
Kohn-Sham gap (eV): 3.38
Charge: -1
E_HOMO (eV): -3.6
2S+1: 1

Last column: Löwdin charge in e.
Positions of all 71 atoms, in Å:
C1 0.758 1.021 2.793  -0.13
C2 1.670 1.467 1.622  -0.22
B1 2.268 0.200 0.867  -0.46
O1 1.756 -0.085 -0.432  -0.02
Al1 3.831 -1.080 1.660  0.44
C3 3.385 -1.741 3.558  -0.25
C4 4.314 -1.235 4.691  -0.29
C5 4.469 0.293 4.670  -0.22
C6 5.897 0.873 4.399  -0.31
N1 6.941 -0.044 4.011  -0.03
C7 4.354 -2.580 0.379  -0.27
C8 3.897 -3.979 0.793  -0.22
C9 4.615 -4.508 2.001  -0.55
O2 5.735 -4.225 2.283  0.12
O3 3.892 -5.366 2.821  0.03
H1 1.334 0.846 3.698  0.05
H2 0.259 0.088 2.524  0.06
H3 0.003 1.788 2.952  0.06
H4 2.483 2.108 1.967  0.08
H5 1.047 2.030 0.916  0.08
H6 2.242 0.401 -1.107  0.08
H7 5.135 -0.089 1.776  -0.03
H8 3.293 -2.832 3.657  0.02
H9 2.396 -1.337 3.799  0.03
H10 5.250 -1.786 4.725  0.08
H11 3.787 -1.474 5.624  0.08
H12 4.156 0.672 5.648  0.09
H13 3.770 0.742 3.963  0.07
H14 5.795 1.596 3.591  0.09
H15 6.215 1.450 5.271  0.09
H16 7.115 -0.767 4.689  0.05
H17 6.795 -0.411 3.082  0.02
H18 5.425 -2.575 0.175  0.04
H19 3.871 -2.355 -0.579  0.04
H20 4.155 -4.687 -0.010  0.11
H21 2.818 -4.059 0.923  0.11
H22 3.202 -4.808 3.208  0.08
C10 -1.007 1.171 -2.598  -0.06
O4 -1.765 2.348 -2.231  -0.24
P1 -1.048 3.779 -2.359  0.44
O5 0.107 3.801 -1.459  -0.22
O6 -2.340 4.591 -1.787  -0.24
C11 -3.663 4.055 -1.760  -0.12
O7 -0.710 4.892 -3.486  -0.22
C12 -1.689 5.175 -4.497  -0.10
H23 -1.692 0.328 -2.606  0.08
H24 -0.583 1.291 -3.594  0.09
H25 -0.212 0.985 -1.877  0.07
H26 -3.839 3.550 -0.810  0.09
H27 -3.843 3.355 -2.573  0.07
H28 -4.358 4.891 -1.853  0.08
H29 -2.450 5.847 -4.100  0.08
H30 -2.164 4.265 -4.867  0.09
H31 -1.179 5.661 -5.326  0.08
C13 -6.647 0.628 -1.154  -0.09
O8 -6.866 -0.174 -2.329  -0.26
P2 -5.540 -0.912 -2.992  0.57
O9 -4.784 0.302 -3.396  -0.25
O10 -6.510 -1.500 -4.176  -0.25
C14 -7.885 -1.836 -3.991  -0.12
O11 -4.383 -2.005 -3.393  -0.23
C15 -4.643 -3.416 -3.258  -0.10
H32 -7.623 0.911 -0.766  0.09
H33 -6.112 0.071 -0.387  0.09
H34 -6.084 1.522 -1.417  0.08
H35 -8.512 -0.974 -4.217  0.09
H36 -8.094 -2.174 -2.979  0.08
H37 -8.123 -2.641 -4.686  0.09
H38 -5.224 -3.769 -4.110  0.08
H39 -5.175 -3.643 -2.335  0.08
H40 -3.685 -3.928 -3.238  0.09



Number 1: largest force on an atom 4.926 eV Å⁻¹, electronic energy -45425.7568 eV. Number 2: largest force on an atom 2.270 eV Å⁻¹, electronic energy -31918.2262 eV. Number 3: largest force on an atom 7.825 eV Å⁻¹, electronic energy -66068.5789 eV.